Entry 1:
{"formula": "C5H10O", "method": "the ωB97M-V functional and the def2-TZVPD basis", "elements": ["C", "C", "C", "C", "C", "O", "H", "H", "H", "H", "H", "H", "H", "H", "H", "H"], "coordinates": [[-0.796, -1.081, -1.328], [-0.340, 0.320, -0.943], [0.209, 0.223, 0.445], [-0.897, 0.503, 1.519], [1.966, 0.091, 0.439], [1.629, 1.378, 0.344], [-1.702, -1.378, -0.787], [-0.003, -1.781, -1.047], [-0.982, -1.146, -2.401], [-1.167, 1.049, -1.069], [0.490, 0.670, -1.546], [-1.666, 1.284, 1.272], [-1.486, -0.320, 1.973], [-0.213, 0.803, 2.283], [2.304, -0.451, -0.472], [2.672, -0.175, 1.274]], "forces_ev_per_angstrom": [[-0.024, -0.186, -0.118], [0.489, -0.209, -0.238], [2.198, 1.281, -0.419], [1.453, 0.111, 0.175], [-2.296, -0.871, 0.372], [-2.146, 0.024, 0.388], [0.124, 0.082, -0.132], [-0.155, -0.088, -0.246], [-0.074, -0.129, 0.043], [0.475, -0.272, 0.408], [-0.063, -0.134, -0.552], [1.225, -0.474, -0.171], [0.782, -0.217, -0.833], [-0.276, 0.849, 1.337], [-0.423, 0.303, 0.160], [-1.289, -0.069, -0.174]], "relative_energy_kcal_mol": 89.62, "e_lumo_ev": 0.960, "spin_multiplicity": 1, "homo_lumo_gap_ev": 10.2, "homo_ev": -9.22}

***

Entry 2:
{"formula": "C5H10O", "method": "the ωB97M-V functional and the def2-TZVPD basis", "elements": ["C", "C", "C", "C", "C", "O", "H", "H", "H", "H", "H", "H", "H", "H", "H", "H"], "coordinates": [[0.201, 1.839, -0.472], [-0.330, 0.431, -0.357], [0.245, -0.616, -1.218], [0.396, -1.302, 0.115], [0.297, 0.035, 1.415], [-0.732, -2.073, 0.281], [-0.135, 2.285, -1.417], [-0.148, 2.477, 0.348], [1.295, 1.851, -0.475], [-1.409, 0.346, -0.235], [-0.458, -1.121, -1.880], [1.186, -0.371, -1.712], [0.189, -0.731, 2.195], [-0.396, 0.831, 1.743], [1.317, 0.414, 1.481], [-0.656, -2.495, 1.148]], "forces_ev_per_angstrom": [[0.036, 0.053, 0.044], [-0.153, 0.281, -0.315], [0.046, 0.050, -0.025], [0.125, -0.306, -0.273], [0.058, 0.254, 0.441], [-0.039, -0.137, 0.237], [0.012, -0.133, 0.131], [0.046, -0.095, -0.093], [-0.130, -0.032, 0.004], [0.197, -0.028, 0.039], [0.108, 0.075, 0.146], [-0.149, -0.009, 0.106], [0.010, 0.111, -0.232], [0.072, -0.062, -0.006], [-0.164, -0.035, -0.052], [-0.074, 0.011, -0.152]], "relative_energy_kcal_mol": 111.84, "e_lumo_ev": 1.002, "spin_multiplicity": 1, "homo_lumo_gap_ev": 8.3, "homo_ev": -7.35}

***

Entry 3:
{"formula": "C5H10O", "method": "the ωB97M-V functional and the def2-TZVPD basis", "elements": ["C", "C", "O", "C", "C", "C", "H", "H", "H", "H", "H", "H", "H", "H", "H", "H"], "coordinates": [[1.517, 1.240, -0.223], [0.921, -0.146, 0.177], [0.577, -1.619, -0.409], [-0.520, -1.611, 0.529], [-0.549, -0.098, 0.522], [-1.346, 0.350, -0.708], [2.439, 1.249, -0.806], [1.784, 1.712, 0.745], [0.806, 1.945, -0.678], [1.576, -0.695, 0.818], [-1.414, -2.107, 0.138], [-0.302, -2.017, 1.535], [-0.828, 0.465, 1.416], [-1.278, 1.425, -0.895], [-2.398, 0.089, -0.563], [-0.985, -0.181, -1.597]], "forces_ev_per_angstrom": [[0.011, -0.468, -0.283], [-0.108, -0.430, -0.022], [0.026, 1.048, -0.779], [-0.329, 0.071, -0.006], [-0.250, 0.077, 0.183], [-0.115, 0.119, 0.023], [-0.093, -0.264, -0.071], [-0.155, -0.501, -0.288], [0.128, -0.572, -0.110], [0.488, 1.030, 1.580], [0.181, -0.052, -0.072], [0.360, -0.062, -0.468], [-0.061, -0.128, 0.062], [-0.059, -0.114, 0.071], [0.052, 0.111, -0.031], [-0.076, 0.135, 0.212]], "relative_energy_kcal_mol": 60.66, "e_lumo_ev": 1.057, "spin_multiplicity": 1, "smiles": "C[C@@H]1OC[C@@H]1C", "homo_lumo_gap_ev": 10.5, "homo_ev": -9.44}

***

Entry 4:
{"formula": "C5H10O", "method": "the ωB97M-V functional and the def2-TZVPD basis", "elements": ["C", "C", "C", "C", "C", "O", "H", "H", "H", "H", "H", "H", "H", "H", "H", "H"], "coordinates": [[0.227, 1.237, -0.823], [0.302, -0.177, -0.234], [1.717, -0.504, 0.219], [-0.733, -0.362, 0.847], [-2.240, -0.502, 0.038], [-2.378, -1.161, -0.957], [0.932, 1.347, -1.654], [0.484, 1.992, -0.067], [-0.773, 1.474, -1.207], [0.007, -0.889, -1.015], [1.774, -1.520, 0.626], [2.417, -0.430, -0.619], [2.049, 0.191, 1.001], [-0.655, -1.311, 1.392], [-0.642, 0.447, 1.631], [-2.488, 0.166, 0.822]], "forces_ev_per_angstrom": [[0.012, 0.021, -0.015], [0.347, -0.202, -0.252], [0.170, -0.025, 0.029], [-0.240, -0.824, -1.128], [5.120, -0.278, 1.438], [-0.886, 1.068, 1.253], [-0.100, -0.003, 0.111], [-0.034, -0.140, -0.088], [0.158, -0.072, 0.071], [0.252, 0.084, -0.056], [0.014, 0.135, -0.066], [-0.021, -0.007, 0.139], [-0.025, -0.081, -0.094], [0.265, -0.061, -0.146], [-0.794, -0.497, -0.868], [-4.238, 0.881, -0.328]], "relative_energy_kcal_mol": 54.51, "e_lumo_ev": 0.947, "spin_multiplicity": 1, "smiles": "CC(C)CC=O", "homo_lumo_gap_ev": 9.9, "homo_ev": -8.92}

***

Entry 5:
{"formula": "C5H10O", "method": "the ωB97M-V functional and the def2-TZVPD basis", "elements": ["C", "C", "C", "H", "H", "H", "H", "H", "H", "C", "C", "O", "H", "H", "H", "H"], "coordinates": [[0.236, 1.122, -1.245], [0.372, -0.172, -1.517], [-0.753, -1.156, -1.617], [1.097, 1.781, -1.167], [-0.744, 1.565, -1.080], [1.371, -0.583, -1.659], [-0.502, -2.075, -1.079], [-1.679, -0.754, -1.195], [-0.941, -1.418, -2.665], [-0.199, 0.654, 2.164], [0.757, -0.293, 1.493], [0.532, -1.468, 1.319], [-0.080, 1.671, 1.784], [-1.226, 0.312, 2.031], [0.029, 0.665, 3.237], [1.730, 0.148, 1.196]], "forces_ev_per_angstrom": [[0.009, -0.093, -0.030], [0.014, 0.138, 0.009], [-0.070, -0.015, 0.008], [-0.107, -0.070, -0.069], [0.107, -0.054, -0.019], [-0.103, 0.104, -0.030], [-0.046, 0.120, -0.059], [0.121, -0.009, -0.088], [0.043, -0.021, 0.124], [-0.094, -0.009, -0.012], [-0.023, -0.356, 0.097], [0.103, 0.467, 0.097], [0.001, -0.110, 0.015], [0.097, 0.020, 0.039], [-0.005, 0.006, -0.113], [-0.047, -0.118, 0.031]], "relative_energy_kcal_mol": 29.71, "e_lumo_ev": 1.098, "spin_multiplicity": 1, "smiles": "C=CC.CC=O", "homo_lumo_gap_ev": 10.8, "homo_ev": -9.68}

***

Entry 6:
{"formula": "C5H10O", "method": "the ωB97M-V functional and the def2-TZVPD basis", "elements": ["C", "C", "C", "C", "C", "O", "H", "H", "H", "H", "H", "H", "H", "H", "H", "H"], "coordinates": [[-1.878, -1.057, -0.440], [-0.363, -1.092, -0.318], [1.786, 0.549, 0.000], [1.669, 2.011, -0.317], [0.061, -0.642, 1.086], [0.987, 0.439, 1.046], [-2.229, -0.018, -0.401], [-2.344, -1.596, 0.392], [-2.223, -1.498, -1.378], [0.080, -0.425, -1.066], [0.053, -2.078, -0.541], [2.611, 2.531, -0.460], [1.160, 1.972, -1.296], [0.996, 2.518, 0.386], [0.411, -1.461, 1.715], [-0.776, -0.153, 1.593]], "forces_ev_per_angstrom": [[-0.158, -0.054, -0.018], [-0.030, -0.133, 0.025], [-0.327, 0.430, 0.223], [0.312, 0.151, -0.028], [-0.246, -0.361, 0.111], [-0.017, 0.345, -0.314], [0.006, -0.197, 0.007], [-0.051, -0.004, -0.142], [0.002, 0.027, 0.101], [-0.080, -0.134, 0.200], [-0.149, 0.061, 0.045], [0.123, 0.047, -0.133], [0.197, 0.074, 0.086], [0.328, 0.136, -0.094], [0.171, -0.007, -0.073], [-0.082, -0.382, 0.004]], "relative_energy_kcal_mol": 84.00, "e_lumo_ev": 1.016, "spin_multiplicity": 1, "homo_lumo_gap_ev": 9.2, "homo_ev": -8.19}

***

Entry 7:
{"formula": "C5H10O", "method": "the ωB97M-V functional and the def2-TZVPD basis", "elements": ["C", "C", "C", "C", "O", "C", "H", "H", "H", "H", "H", "H", "H", "H", "H", "H"], "coordinates": [[-0.212, -1.503, -1.197], [0.483, -0.590, -0.207], [1.164, -1.268, 0.960], [-0.047, 1.497, 0.634], [-0.542, 0.358, 0.208], [-1.089, 2.532, 0.362], [-0.823, -0.897, -1.875], [-0.868, -2.222, -0.696], [0.529, -2.045, -1.790], [1.221, 0.022, -0.732], [0.468, -1.871, 1.553], [1.627, -0.513, 1.603], [1.952, -1.924, 0.572], [-1.000, 3.415, 0.995], [-0.739, 2.830, -0.642], [-2.123, 2.180, 0.254]], "forces_ev_per_angstrom": [[0.007, -0.071, -0.024], [0.246, -0.280, -0.158], [-0.031, -0.009, 0.063], [-0.422, 0.003, -0.365], [0.286, 0.479, 0.049], [0.055, 0.090, 0.163], [0.119, -0.140, 0.057], [0.096, 0.085, -0.038], [-0.102, -0.021, 0.101], [-0.021, -0.156, 0.005], [0.033, 0.082, -0.109], [-0.098, -0.123, -0.077], [-0.127, 0.072, 0.095], [-0.042, -0.103, -0.007], [-0.111, 0.121, 0.113], [0.111, -0.028, 0.133]], "relative_energy_kcal_mol": 64.33, "e_lumo_ev": 1.135, "spin_multiplicity": 1, "homo_lumo_gap_ev": 9.4, "homo_ev": -8.26}

***

Entry 8:
{"formula": "C5H10O", "method": "the ωB97M-V functional and the def2-TZVPD basis", "elements": ["O", "C", "C", "C", "C", "C", "H", "H", "H", "H", "H", "H", "H", "H", "H", "H"], "coordinates": [[-2.128, 0.305, 0.307], [-0.815, 0.131, 0.009], [0.174, 1.051, -0.052], [1.384, 0.416, 0.565], [1.258, -1.032, 0.067], [-0.258, -1.258, -0.122], [-2.569, -0.553, 0.359], [0.214, 2.027, -0.498], [1.260, 0.478, 1.660], [2.334, 0.899, 0.327], [1.780, -1.101, -0.893], [1.679, -1.770, 0.749], [-0.696, -1.959, 0.593], [-0.483, -1.638, -1.132], [-1.656, 1.683, -1.389], [-1.606, 2.201, -0.861]], "forces_ev_per_angstrom": [[-0.254, -0.131, -0.503], [0.435, -0.055, 0.280], [0.024, -0.192, 0.030], [0.331, -0.202, -0.138], [0.185, -0.207, 0.022], [0.018, -0.108, 0.286], [0.124, 0.085, -0.165], [-0.375, 0.336, 0.872], [0.242, -0.094, -0.244], [0.007, -0.161, -0.160], [-0.111, -0.138, 0.160], [0.107, 0.014, -0.056], [0.100, -0.132, 0.156], [-0.054, 0.079, 0.337], [-0.290, 0.617, -0.308], [-0.489, 0.288, -0.569]], "relative_energy_kcal_mol": 67.87, "e_lumo_ev": 0.896, "spin_multiplicity": 1, "smiles": "OC1=CCCC1.[H][H]", "homo_lumo_gap_ev": 8.8, "homo_ev": -7.93}